No. 1
{"formula": "C21H27N4O8PSTc", "method": "the ωB97M-V functional and the def2-TZVPD basis", "elements": ["Tc", "N", "C", "S", "N", "N", "C", "C", "C", "C", "C", "C", "C", "O", "H", "H", "H", "H", "H", "H", "H", "O", "C", "O", "C", "C", "C", "C", "C", "N", "C", "O", "O", "H", "H", "H", "H", "H", "C", "C", "O", "P", "O", "C", "C", "O", "C", "C", "H", "H", "H", "H", "H", "H", "H", "H", "H", "H", "H", "H", "H", "H", "H"], "xyz": [[0.53279, -0.07540, -0.56301], [4.43556, -1.26334, 0.45254], [3.09895, -1.24372, 0.32190], [2.45752, -1.16571, -1.33469], [2.34815, -1.27040, 1.38045], [0.98906, -1.32292, 1.01600], [0.34754, -2.23206, 1.64736], [-0.96346, -2.80955, 1.35980], [-1.26255, -3.96309, 2.09568], [-2.32250, -4.79044, 1.77439], [-3.09143, -4.50596, 0.65994], [-2.84198, -3.35925, -0.08360], [-1.82578, -2.51096, 0.30323], [-1.62491, -1.27550, -0.38294], [5.01504, -1.33755, -0.36424], [4.83603, -1.47991, 1.35094], [0.91850, -2.75399, 2.41117], [-0.61110, -4.22477, 2.91949], [-2.51898, -5.67290, 2.36636], [-3.88799, -5.17120, 0.35583], [-3.44215, -3.14966, -0.95775], [1.99311, 1.87266, -3.85671], [1.51571, 1.52475, -2.68468], [0.52160, 0.78733, -2.53303], [2.10916, 2.11596, -1.49954], [2.93004, 3.22982, -1.41954], [3.10036, 3.85052, -0.19210], [2.35359, 3.41303, 0.89933], [1.55908, 2.29021, 0.77317], [1.53712, 1.57582, -0.38761], [0.47654, 1.82700, 1.64136], [0.31083, 2.24903, 2.87677], [-0.35969, 1.05670, 1.15351], [1.49312, 1.44205, -4.56761], [3.39198, 3.61644, -2.31770], [3.73815, 4.71747, -0.10091], [2.37018, 3.97902, 1.82232], [1.05119, 2.78483, 3.19254], [-5.83281, -1.34798, 0.81458], [-4.60065, -0.51295, 0.61279], [-4.12533, -0.73308, -0.78040], [-2.69561, -0.57579, -1.32016], [-2.24904, 0.88669, -1.42809], [-2.67237, 2.04042, -0.60544], [-3.93000, 2.64972, -1.16321], [-2.56071, -1.25672, -2.67661], [-3.34823, -0.90341, -3.89020], [-4.47603, -1.88323, -4.06013], [-6.21557, -1.16542, 1.81893], [-5.61005, -2.40918, 0.72002], [-6.60784, -1.07595, 0.09984], [-3.79088, -0.79035, 1.28793], [-4.80905, 0.55099, 0.70130], [-1.82586, 2.71785, -0.67484], [-2.76086, 1.70538, 0.42688], [-3.78300, 2.96342, -2.19580], [-4.17879, 3.53374, -0.57520], [-4.77688, 1.96457, -1.11959], [-2.61831, -0.95681, -4.69169], [-3.68957, 0.12584, -3.78126], [-4.09588, -2.90114, -4.13239], [-5.00354, -1.65231, -4.98577], [-5.18905, -1.81778, -3.23866]], "mulliken_spin": [1.266, 0.001, 0.022, 0.033, -0.006, -0.024, 0.015, -0.008, 0.004, -0.002, 0.003, 0.001, 0.011, 0.014, 0.000, 0.001, -0.003, 0.000, 0.000, 0.000, 0.000, -0.013, -0.025, -0.035, -0.086, 0.034, -0.078, 0.035, -0.052, -0.066, -0.035, -0.009, 0.000, 0.001, 0.003, -0.004, 0.002, 0.000, 0.000, 0.000, 0.001, -0.015, 0.010, 0.004, 0.000, 0.000, 0.000, 0.000, 0.000, 0.000, 0.000, 0.000, 0.000, -0.001, 0.000, 0.000, 0.000, 0.000, 0.000, 0.000, 0.000, 0.000, 0.000], "multiplicity": 2, "de_lowest_kj_mol": 69.9, "homo_lumo_gap_ev": [7.0885, 6.3207], "total_energy_ha": -2457.3122, "total_charge": 2}

No. 2
{"formula": "C11H15N", "method": "the ωB97M-V functional and the def2-TZVPD basis", "elements": ["C", "C", "C", "N", "C", "C", "C", "C", "C", "C", "H", "H", "H", "H", "H", "H", "H", "H", "H", "C", "C", "H", "H", "H", "H", "H", "H"], "xyz": [[-2.99323, 1.19184, 2.38858], [-2.29898, 0.26896, 1.47078], [-2.67091, -0.98798, 1.12588], [-1.66169, -1.62364, 0.43007], [-0.58527, -0.71858, 0.30444], [0.69291, -0.94406, -0.17010], [1.49607, 0.17401, -0.14581], [1.18269, 1.31646, 0.50982], [-0.02653, 1.49846, 1.19009], [-0.96069, 0.47770, 0.98934], [-3.10422, 2.19668, 1.94137], [-2.55424, 1.49534, 3.36742], [-3.96983, 0.91948, 2.80005], [-3.65725, -1.43017, 1.09634], [-1.88297, -2.34796, -0.23709], [0.85686, -1.86937, -0.71126], [2.44668, 0.16289, -0.68292], [1.77740, 2.22784, 0.51530], [-0.34330, 2.42589, 1.64383], [3.68333, 0.31749, -3.34227], [2.82989, -0.91949, -3.16347], [3.83081, 1.00288, -2.51734], [4.71500, 0.09286, -3.64570], [3.24563, 1.00626, -4.08640], [2.77235, -1.37949, -2.17727], [3.15936, -1.65822, -3.89811], [1.79732, -0.66740, -3.35768]], "nbo_charge": [-0.641, -0.114, -0.010, -0.545, 0.147, -0.236, -0.230, -0.220, -0.197, -0.079, 0.212, 0.220, 0.224, 0.207, 0.404, 0.216, 0.215, 0.211, 0.215, -0.618, -0.618, 0.206, 0.204, 0.207, 0.204, 0.208, 0.208], "multiplicity": 1, "de_lowest_kj_mol": 95.0, "homo_lumo_gap_ev": 8.7439, "total_energy_ha": -482.8790, "smiles": "Cc1c[nH]c2ccccc12.CC"}

No. 3
{"formula": "C4H8NS2", "method": "the ωB97M-V functional and the def2-TZVPD basis", "elements": ["C", "C", "C", "C", "N", "S", "S", "H", "H", "H", "H", "H", "H", "H", "H"], "xyz": [[-0.36357, -1.63206, -0.11746], [0.95759, 0.33707, -0.14609], [2.00820, 0.01203, 0.97146], [-1.43607, 0.24251, -0.77589], [-0.22698, -0.40735, -0.30047], [2.74478, -1.63025, 0.80253], [-1.54309, -2.66000, -0.81534], [0.64564, 1.29052, 0.19851], [1.37774, 0.34183, -1.17594], [2.90499, 0.71782, 0.96166], [1.50629, 0.00934, 2.01426], [-2.24595, -0.08799, -0.25889], [-1.51903, 0.01883, -1.81739], [-1.34084, 1.27678, -0.66982], [-0.94666, -3.72875, -0.13078]], "nbo_charge": [0.320, -0.239, -0.621, -0.410, -0.385, 0.215, 0.176, 0.229, 0.241, 0.295, 0.264, 0.231, 0.229, 0.242, 0.215], "multiplicity": 1, "de_lowest_kj_mol": 391.6, "homo_lumo_gap_ev": [6.8138, 7.0803], "total_energy_ha": -1007.9226, "total_charge": 1}

No. 4
{"formula": "C9H15N2O", "method": "the ωB97M-V functional and the def2-TZVPD basis", "elements": ["C", "C", "C", "O", "C", "C", "C", "N", "N", "C", "C", "C", "H", "H", "H", "H", "H", "H", "H", "H", "H", "H", "H", "H", "H", "H", "H"], "xyz": [[0.96445, -0.53628, 1.96320], [1.92528, -0.98279, 0.84992], [2.47477, 0.14141, -0.06469], [1.92372, 1.43060, 0.19345], [0.98630, 1.89509, -0.74268], [-0.33036, 1.18695, -0.53055], [-1.21376, 1.64058, 0.44549], [-2.30419, 0.95568, 0.70130], [-2.68176, -0.17470, 0.12181], [-1.88329, -0.64445, -0.81270], [-2.30399, -1.91437, -1.47848], [-0.69740, 0.02505, -1.17377], [1.13634, 0.48944, 2.27435], [-0.07462, -0.67446, 1.66240], [1.10673, -1.16518, 2.84065], [2.77056, -1.50126, 1.29385], [1.41415, -1.72193, 0.23061], [2.32532, -0.12625, -1.11348], [3.54862, 0.23796, 0.08095], [0.86424, 2.95810, -0.54105], [1.33288, 1.76156, -1.76965], [-1.03308, 2.53718, 1.02077], [-2.94370, 1.28800, 1.41391], [-3.03686, -1.70811, -2.25541], [-2.74280, -2.58139, -0.74024], [-1.44227, -2.41529, -1.91273], [-0.08528, -0.40116, -1.95723]], "nbo_charge": [-0.614, -0.439, -0.074, -0.512, -0.087, -0.006, 0.098, -0.215, -0.156, 0.230, -0.654, -0.128, 0.222, 0.175, 0.235, 0.230, 0.196, 0.165, 0.211, 0.216, 0.200, 0.256, 0.443, 0.262, 0.260, 0.237, 0.251], "multiplicity": 1, "de_lowest_kj_mol": 163.4, "homo_lumo_gap_ev": 8.6599, "total_energy_ha": -536.4030, "total_charge": 1, "smiles": "CCCOCc1c[nH+]nc(C)c1"}